Molecular formula: C16H30O15PS2Tl
Method: DFT, ωB97M-V with the def2-TZVPD basis set

Output
multiplicity = 2
electronic energy = -83444.057 eV
total charge = -1
⟨S²⟩ = 0.77
orbital gap (alpha / beta) = 7.92 / 6.62 eV
highest occupied orbital energy (alpha / beta) = -6.04 / -6.04 eV

Last column: Mulliken spin population.
CARTESIAN COORDINATES (ANGSTROEM)
Tl 2.280 1.962 3.013  -0.0328
S -3.392 3.521 0.919  0.0001
S 5.862 3.253 1.429  -0.0002
P 0.846 0.905 0.458  -0.0552
O 0.190 0.199 -0.805  -0.0082
O -6.329 -0.684 -2.808  0.0000
O -4.240 -1.305 -2.242  -0.0001
O -4.069 -1.386 3.664  -0.0001
O 4.941 2.762 2.582  0.0002
O 2.352 0.569 0.671  0.3552
O -4.786 4.127 0.733  -0.0001
O 4.811 -2.675 -0.388  -0.0002
O -6.177 -1.057 2.743  0.0000
O 6.683 -2.507 -1.551  0.0000
O -4.451 -1.220 1.430  0.0002
O -4.611 0.732 -2.963  0.0000
O 0.306 0.440 1.926  0.5319
O 4.572 -1.519 -2.187  0.0003
O 0.904 2.438 0.613  0.2314
C -3.124 -1.860 1.547  -0.0006
C 2.259 -1.944 -2.626  0.0003
C -5.153 -0.412 -2.726  0.0000
C -3.420 1.717 1.113  -0.0037
C -5.002 -1.293 2.638  0.0002
C -2.787 -1.592 3.011  -0.0011
C 5.460 -2.313 -1.435  0.0000
C 3.265 -1.451 -1.588  -0.0060
C -2.090 -2.772 3.686  0.0010
C -3.246 0.633 -2.709  -0.0005
C 3.439 -2.398 -0.387  0.0107
C 5.178 2.570 -0.176  -0.0006
C -2.222 3.806 -0.536  -0.0010
C -1.932 -1.535 -2.765  -0.0002
C -2.981 -0.691 -2.120  -0.0016
C 7.220 2.000 1.587  0.0001
H -2.203 -1.525 -3.821  0.0000
H -2.147 -0.709 3.006  -0.0005
H -3.386 1.185 0.162  0.0044
H -0.916 -1.143 -2.717  0.0001
H 5.681 2.670 -1.138  -0.0004
H 2.727 -3.222 -0.368  0.0005
H 2.306 -1.162 -3.385  0.0001
H -1.071 -2.801 3.298  -0.0002
H -2.008 -2.695 4.770  0.0000
H -2.500 -3.781 3.657  0.0000
H -2.620 1.384 1.773  -0.0068
H -2.081 -2.572 -2.463  0.0000
H -2.952 1.385 -1.977  0.0006
H 5.236 1.502 0.034  0.0000
H 4.108 2.773 -0.131  -0.0012
H 7.801 2.220 0.691  0.0000
H -1.222 3.398 -0.384  -0.0031
H 3.004 -1.857 0.454  -0.0118
H 1.330 -1.998 -2.059  -0.0002
H 6.761 1.016 1.490  -0.0001
H -2.446 -0.387 -1.221  0.0010
H -2.496 -1.214 0.934  0.0002
H -2.774 0.817 -3.674  0.0001
H -4.218 1.658 1.853  0.0008
H 2.545 -2.942 -2.958  -0.0002
H -2.049 4.876 -0.650  0.0000
H 3.058 -0.404 -1.365  -0.0024
H -2.765 3.478 -1.422  -0.0001
H -3.006 -2.920 1.322  0.0001
H 7.748 1.948 2.538  0.0000